Entry 1:
CH10O3S2 | wB97M-V/def2-TZVPD

Positions of all 16 atoms, in Å:
C1 0.43023 -2.21508 0.10340
S1 1.52124 -2.68298 -1.18410
S2 2.33538 -0.98598 -1.91825
H1 0.88333 -1.55001 0.83432
H2 0.12468 -3.12294 0.63935
H3 -0.54786 -1.82059 -0.18232
H4 2.50005 -0.19988 -0.83197
H5 0.72944 0.93565 1.86735
H6 -0.52292 0.55714 2.32549
O1 -0.08618 0.60914 1.45299
H7 -1.06013 2.91282 -0.44263
H8 0.07086 2.60868 0.59226
O2 -0.19787 3.17060 -0.13686
H9 -2.24739 0.73989 -0.30291
H10 -1.54701 0.34059 -1.55653
O3 -2.38583 0.70295 -1.25960

Properties
**DFT total energy**: -29003.1831 eV
**⟨S²⟩**: 0.75
**HOMO energy (alpha / beta)**: -13.972 / -13.971 eV
**E_LUMO (alpha / beta)**: -4.95 / -8.51 eV
**Charge**: +1
**Maximum force**: 1.80 eV/A
**Spin multiplicity**: 2
**Energy relative to the best compared isomer or geometry (same formula, charge and spin)**: 22.6 kcal per mole

***

Entry 2:
C22H42AlNP3S | wB97M-V/def2-TZVPD

Positions of all 70 atoms, in Å:
Al1 0.61779 -0.19234 1.14121
P1 2.13075 1.45809 1.85022
P2 -1.32396 0.38616 2.30615
P3 -1.79539 3.03924 -1.51822
H1 0.48082 -3.99964 -5.43507
C1 0.58831 -2.98830 -5.84983
C2 1.79063 -2.40753 -5.77621
H2 2.58880 -2.92173 -5.23411
C3 3.65313 0.67858 2.47083
C4 1.60324 2.61906 3.15732
C5 2.76457 2.62655 0.59304
C6 -2.85678 -0.53274 1.91308
C7 -0.81303 -0.28059 3.92966
C8 -1.94488 2.05419 2.70067
C9 -1.57546 3.24386 -3.26244
C10 -1.16874 4.35212 -0.50644
C11 -3.44710 2.47921 -1.08865
H3 -0.29295 -2.56836 -6.34844
H4 2.02342 -1.45198 -6.24872
H5 3.98601 -0.06259 1.73000
H6 3.45249 0.15775 3.41675
H7 4.44518 1.43292 2.61256
H8 1.17278 2.09464 4.01890
H9 0.84531 3.31828 2.77704
H10 2.45740 3.21766 3.51432
H11 3.16767 2.08922 -0.26922
H12 3.57895 3.23092 1.01130
H13 1.99063 3.31440 0.22896
H14 -3.57714 -0.40943 2.73779
H15 -2.64944 -1.60556 1.78991
H16 -3.29558 -0.13429 0.98578
H17 -1.64193 -0.10950 4.61478
H18 0.08680 0.22168 4.28778
H19 -0.62204 -1.35140 3.85732
H20 -2.60729 1.99635 3.57485
H21 -2.53069 2.47256 1.87226
H22 -1.13044 2.74380 2.94063
H23 -2.17499 4.08991 -3.62826
H24 -1.91454 2.29631 -3.72407
H25 -0.51398 3.38187 -3.52705
H26 -1.69550 5.30191 -0.66252
H27 -0.10259 4.51573 -0.70388
H28 -1.24978 4.09137 0.55485
H29 -4.20092 3.06314 -1.65679
H30 -3.64169 2.56346 -0.00336
H31 -3.51633 1.41243 -1.37065
C12 0.12769 -0.82415 -1.87888
C13 -1.25354 -1.03352 -2.09131
C14 -1.60601 -2.08650 -2.93899
C15 -0.63094 -2.94619 -3.44760
C16 0.72053 -2.86284 -3.03337
C17 1.11296 -1.66370 -2.43188
S1 0.76180 0.56760 -1.02101
H32 -0.91807 1.91590 -1.37536
H33 -2.01568 -0.33639 -1.70238
H34 -2.63201 -2.21161 -3.27503
H35 -0.95074 -3.62125 -4.23672
H36 1.48380 -3.59972 -3.31173
H37 2.14676 -1.28105 -2.39722
C18 1.27629 -4.66184 2.50566
C19 1.65117 -3.59703 3.31424
C20 1.52963 -2.27888 2.83511
N1 0.89525 -2.03957 1.63704
C21 0.51736 -3.08784 0.84393
C22 0.73069 -4.38929 1.25517
H38 1.44306 -5.68853 2.80467
H39 2.02904 -3.77721 4.30707
H40 1.88434 -1.41821 3.41542
H41 0.09498 -2.81252 -0.12922
H42 0.46010 -5.19304 0.57835

Properties
**DFT total energy**: -70261.0302 eV
**HOMO energy**: -15.231 eV
**E_LUMO**: -8.67 eV
**Charge**: +3
**Maximum force**: 2.22 eV/A
**Energy relative to the best compared isomer or geometry (same formula, charge and spin)**: 0.0 kcal per mole

***

Entry 3:
C9H10N2S | wB97M-V/def2-TZVPD

Positions of all 22 atoms, in Å:
C1 2.97007 -1.20770 -0.22387
C2 3.28474 -0.02323 0.55697
C3 1.78134 -1.29295 -0.92702
C4 2.30810 0.85620 0.84466
C5 -0.60641 -0.16865 -0.98844
C6 -0.07985 1.41480 0.44876
C7 0.77799 -0.27853 -0.79685
C8 1.07737 0.73149 0.17405
C9 -2.32761 1.30786 -0.50699
N1 -1.06054 0.92069 -0.34521
N2 -3.28048 -0.77396 0.64187
S1 -2.08678 -1.78172 0.63091
H1 3.79412 -1.79788 -0.44487
H2 4.26509 -0.01048 1.05321
H3 1.68024 -2.20633 -1.64208
H4 2.60056 1.75133 1.46366
H5 -1.14634 -0.77032 -1.71884
H6 -0.43259 2.23023 1.08946
H7 -2.58075 1.33953 -1.57268
H8 -2.61633 2.04649 0.21326
H9 -3.70344 -0.68788 -0.24850
H10 -1.46604 -1.65101 1.88260

Properties
**DFT total energy**: -23305.7000 eV
**HOMO energy (alpha / beta)**: -7.259 / -7.043 eV
**E_LUMO (alpha / beta)**: -0.16 / -0.39 eV
**Maximum force**: 3.70 eV/A
**Energy relative to the best compared isomer or geometry (same formula, charge and spin)**: 116.7 kcal per mole

***

Entry 4:
C5H10N2O2 | wB97M-V/def2-TZVPD

Positions of all 19 atoms, in Å:
C1 0.58112 -1.40246 1.10315
C2 0.16730 -0.91243 -0.25722
C3 -1.13446 -1.49059 -0.79452
C4 -1.31757 -0.06579 -0.47515
O1 -1.95394 0.23784 0.70510
O2 -1.40482 0.84195 -1.44701
H1 -0.23106 -1.25513 1.81589
H2 0.82009 -2.46968 1.07395
H3 1.47108 -0.88658 1.46118
H4 0.94975 -0.82764 -1.00171
H5 -1.65079 -2.19611 -0.15464
H6 -1.16745 -1.73119 -1.84846
H7 -1.74933 1.15749 0.92496
H8 -0.52275 1.46261 -1.42373
N1 0.78092 2.08186 -1.03673
C5 1.24814 1.61070 0.01370
N2 1.55958 1.53337 1.18085
H9 1.07621 2.98444 -1.37503
H10 2.47798 1.32736 1.53541

Properties
**DFT total energy**: -12419.6784 eV
**HOMO energy**: -8.037 eV
**E_LUMO**: 0.36 eV
**Maximum force**: 2.90 eV/A
**Energy relative to the best compared isomer or geometry (same formula, charge and spin)**: 87.5 kcal per mole

***

Entry 5:
C5H8NO | wB97M-V/def2-TZVPD

Positions of all 15 atoms, in Å:
C1 -0.09573 -2.30686 0.12430
C2 1.79792 0.28926 -0.36155
C3 -0.42079 -1.07363 0.32082
C4 -1.26727 1.22185 -0.71805
C5 -0.87764 0.19089 0.45791
N1 2.36249 0.99622 0.38951
O1 2.73552 1.84232 1.08892
H1 -0.84483 -3.12332 0.37510
H2 0.79802 -2.83692 0.19761
H3 1.89823 -0.24779 -1.24646
H4 -0.32606 1.22789 -1.23958
H5 -1.50161 2.11170 -0.26917
H6 -2.10412 0.86672 -1.24549
H7 -1.84105 0.07129 0.96641
H8 -0.31308 0.77037 1.15970

Properties
**DFT total energy**: -8838.0528 eV
**HOMO energy**: -14.319 eV
**E_LUMO**: -6.53 eV
**Charge**: +1
**Maximum force**: 4.23 eV/A
**Energy relative to the best compared isomer or geometry (same formula, charge and spin)**: 154.7 kcal per mole

***

Entry 6:
C4H12N2O | wB97M-V/def2-TZVPD

Positions of all 19 atoms, in Å:
C1 -1.12792 0.29246 1.18476
N1 -0.00689 -0.21642 0.39178
C2 0.24663 -1.62107 0.72658
C3 1.48806 0.63753 0.60225
H1 -0.93217 0.19431 2.25715
H2 -2.05352 -0.24668 0.95313
H3 -1.29766 1.34460 0.94558
H4 1.07484 -2.00315 0.12377
H5 0.50802 -1.73918 1.78317
H6 -0.63382 -2.23676 0.51795
H7 1.20613 1.68774 0.55288
H8 1.77361 0.37580 1.61993
H9 2.33135 0.39797 -0.04594
N2 -0.80621 1.15378 -1.89890
C4 -0.17348 -0.09341 -1.78263
O1 -0.57888 -1.06111 -2.43261
H10 -1.59540 1.14524 -2.53012
H11 -0.37186 1.90633 -1.37962
H12 0.94916 0.08202 -1.58909

Properties
**DFT total energy**: -9368.2592 eV
**HOMO energy**: -8.611 eV
**E_LUMO**: 0.73 eV
**Maximum force**: 3.86 eV/A
**Energy relative to the best compared isomer or geometry (same formula, charge and spin)**: 67.7 kcal per mole

***

Number 5 is which compound?
C5H8NO

***

Number 2 is which compound?
C22H42AlNP3S